1.
Below is an isolated molecule of C4H4N2O3 at a distorted geometry, with properties calculated with the ωB97M-V functional and the def2-TZVPD basis.

XYZ file:
```
13
Properties=species:S:1:pos:R:3
H -3.802 -0.064 0.726
N 2.361 0.558 -0.034
O 1.290 -1.367 0.052
C 0.235 -0.445 0.067
H -1.457 -1.753 -0.133
C -1.126 -0.734 0.018
H 3.317 -1.319 -0.256
C 2.431 -0.703 -0.021
O -3.392 -0.209 -0.158
C 0.985 0.838 0.008
N -2.097 0.210 0.056
O 0.461 1.933 0.007
H -1.915 1.185 -0.131
```

Values from the calculation:
- LUMO level (eV) = 0.03
- charge = 0
- HOMO (eV) = -8.54
- frontier orbital gap (eV) = 8.573
- E_tot (eV) = -13332.74233
- maximum force (eV Å⁻¹) = 2.7

Mulliken population analysis, charges in e, atoms 1 to 8: H 0.35; N -0.54; O -0.41; C 0.33; H 0.43; C -0.40; H 0.35; C 0.11


2.
Below is a cluster of 11 separate species, C37H60O33 in total at a distorted geometry, with properties calculated with the ωB97M-V functional and the def2-TZVPD basis.

XYZ file:
```
130
Properties=species:S:1:pos:R:3
C -0.058 1.056 -0.665
H -5.204 -3.349 3.613
H 2.145 -1.260 1.899
H -0.440 1.782 -1.375
H -1.035 -3.375 -4.192
C -1.675 -3.948 -2.215
C -1.161 -0.768 0.112
C 2.388 -1.957 -5.539
C -4.254 3.596 1.200
O 2.058 1.104 2.719
O -1.908 -1.410 0.790
C -0.243 -5.706 -2.292
H 6.763 0.380 0.658
C -0.593 0.160 -5.480
O -1.228 3.911 -3.308
H 6.138 0.046 -0.973
H -2.235 1.064 3.385
C -2.314 3.178 -3.883
H -2.640 -4.171 -2.681
H -1.930 2.389 -4.524
H 2.124 -2.989 1.760
H -5.804 -2.311 2.351
O 5.792 -1.416 0.458
C -0.910 -1.326 -7.130
H -0.338 -3.614 3.583
C 2.823 -0.300 -4.040
H -5.949 0.366 2.184
O -3.626 4.435 2.016
H 0.363 -0.694 4.298
H -1.281 -1.285 4.031
H 3.901 2.015 3.093
H -6.458 1.858 1.319
H 3.505 -0.187 -3.203
H -2.117 0.368 -7.799
O 1.951 -2.964 -5.996
H -3.820 -1.046 2.246
H -4.533 1.531 -0.260
C 0.245 -2.837 4.086
C 3.464 0.023 -5.402
C -1.073 0.071 -7.696
H 1.698 -0.309 -0.886
O -0.996 -1.104 -5.723
O 0.032 -2.940 5.513
O 0.367 -3.882 7.428
O -5.250 0.110 5.682
O -0.147 -1.256 -0.615
H 3.587 4.067 -0.048
C 3.387 3.240 -0.725
C -5.852 0.956 1.273
O 0.087 -4.923 -3.352
H 3.228 1.021 -5.757
O 3.908 -0.312 -0.143
C -1.927 1.977 3.895
H 2.145 -2.023 0.240
H -0.096 -1.166 2.726
C 7.967 -1.001 -0.451
O 3.916 -2.101 1.234
H -3.468 6.053 0.724
H 2.049 -4.875 8.100
C -0.991 2.805 3.049
O 1.832 2.962 -3.740
C 0.612 -3.967 6.122
H 7.944 -1.579 -1.374
C -4.447 1.284 0.806
C 6.626 -0.391 -0.103
H -2.830 2.529 4.147
O 2.266 3.460 -1.579
H 5.233 2.265 -1.429
H -1.622 -2.037 -7.548
H -0.753 3.734 3.566
O -5.896 -1.440 4.193
O -3.753 -0.841 4.294
H -0.521 0.232 -8.615
H -3.256 6.399 2.447
C 0.658 -0.192 -1.174
C -3.021 2.578 -2.664
O -1.180 0.569 0.060
H -3.107 -2.467 3.149
H 4.542 -0.146 -5.395
H 5.121 4.003 -1.763
H 1.979 0.387 -3.961
H 0.066 -1.775 -7.339
O 1.351 2.395 4.451
H 8.276 -1.678 0.346
O -5.073 3.890 0.372
H -6.304 0.334 0.491
H 0.668 -4.704 9.228
H 0.092 -2.893 -2.888
H 3.864 0.224 2.819
O -3.835 2.364 1.484
C 4.558 3.069 -1.704
H -2.947 1.492 -2.584
H -3.779 0.426 0.812
C 2.587 3.096 -2.840
C -0.238 -1.442 3.773
C -3.836 -1.665 3.133
O -1.163 -5.085 -1.522
C -1.437 4.076 -1.991
H 3.183 2.352 -0.122
H -2.886 3.861 -4.510
C -4.987 -0.647 4.813
O 0.216 -6.778 -2.082
C -5.230 -2.310 3.280
O 3.916 2.852 -2.956
O 0.117 2.027 2.607
H 8.716 -0.216 -0.542
O -2.440 3.257 -1.577
H 0.590 1.614 0.015
H 0.605 -0.289 -2.259
H -4.098 2.768 -2.716
H -1.859 -3.162 -1.487
O -0.540 0.876 -6.625
O -0.793 4.744 -1.254
H -1.498 3.049 2.119
H 1.286 -3.069 3.865
C -3.822 5.817 1.727
H 3.329 0.868 4.344
C 3.377 1.082 3.276
C 2.474 -2.087 1.269
H -1.425 1.710 4.830
C 0.970 -4.930 8.210
C 4.484 -1.191 0.456
C 1.190 1.889 3.378
C -0.576 -3.674 -3.255
O 1.257 -4.837 5.589
O -0.337 0.626 -4.416
H -4.880 6.059 1.818
H 0.574 -5.898 7.915
O 2.527 -1.690 -4.230
O 2.804 -0.900 -6.275
```

Values from the calculation:
- LUMO level (eV) = 0.09
- charge = 0
- HOMO (eV) = -10.67
- frontier orbital gap (eV) = 10.755
- E_tot (eV) = -106911.33202
- maximum force (eV Å⁻¹) = 1.7

Mulliken population analysis, charges in e, atoms 1 to 8: C 0.90; H 0.27; H -0.28; H -1.26; H 0.00; C 0.20; C -0.14; C 0.49


Relative energy (zero: lowest compared OMol25 entry of this formula, charge and spin) / kcal per mole: 71.9, 0.0